Entry 1:
C2H7NO4S2 as an isolated structure at a distorted geometry. Source: the OMol25 dataset; level of theory: wB97M-V/def2-TZVPD.

XYZ file:
```
16
Properties=species:S:1:pos:R:3
C -2.070 0.033 1.295
C 2.439 -0.323 -0.928
N -2.184 0.681 -1.243
O -0.020 1.111 0.033
O 2.144 1.164 1.067
O 1.000 -0.905 1.310
O -0.283 -0.996 -0.781
S -1.197 0.038 -0.298
S 1.337 0.178 0.436
H -2.615 0.903 1.176
H -2.592 -0.913 1.361
H -1.432 0.084 2.067
H 2.636 -1.336 -0.685
H 1.882 -0.472 -1.837
H 3.119 0.547 -0.898
H -2.165 0.206 -2.075
```

## Properties
Total energy, Ha: -1232.35373
E_HOMO, eV: -10.636
Multiplicity: 1
Energy relative to the best compared isomer or geometry (same formula, charge and spin), kJ/mol: 250.1

Entry 2:
A 2-piece molecular cluster, C2H7NOS overall at a distorted geometry. Source: the OMol25 dataset; level of theory: wB97M-V/def2-TZVPD.

XYZ file:
```
12
Properties=species:S:1:pos:R:3
C 1.737 0.558 0.204
C 0.558 0.078 -0.556
N -1.124 -1.609 -1.442
O -1.702 0.946 1.310
S 0.327 -1.519 -0.857
H 1.410 0.942 1.176
H 2.453 -0.246 0.360
H 2.229 1.385 -0.315
H -0.233 0.764 -0.804
H -1.987 0.254 0.702
H -1.314 -2.539 -1.792
H -2.356 0.985 2.015
```

## Properties
Total energy, Ha: -608.51078
E_HOMO (alpha / beta), eV: -8.117 / -8.118
Multiplicity: 1
Energy relative to the best compared isomer or geometry (same formula, charge and spin), kJ/mol: 226.8

Entry 3:
C2H7NOS as an isolated structure at a distorted geometry. Source: the OMol25 dataset; level of theory: wB97M-V/def2-TZVPD.

XYZ file:
```
12
Properties=species:S:1:pos:R:3
C -0.279 1.486 1.003
C 1.041 -0.430 -0.894
N 0.538 -0.960 0.340
O -1.843 -0.547 1.560
S -0.915 0.060 0.588
H -0.939 2.139 1.510
H 0.187 1.897 0.074
H 0.486 -0.656 -1.838
H 1.010 0.640 -0.756
H 1.997 -0.950 -1.015
H 0.357 -2.020 0.344
H -1.638 -0.660 -0.917
```

## Properties
Total energy, Ha: -608.37671
E_HOMO, eV: -9.144
Multiplicity: 1
Energy relative to the best compared isomer or geometry (same formula, charge and spin), kJ/mol: 578.8

Entry 4:
A 2-piece molecular cluster, C2H7NOSi overall at a distorted geometry. Source: the OMol25 dataset; level of theory: wB97M-V/def2-TZVPD.

XYZ file:
```
12
Properties=species:S:1:pos:R:3
C -1.361 0.687 -0.809
N -1.672 -0.261 0.341
C -1.069 -0.467 1.309
O -0.186 -0.697 2.030
H -2.296 0.993 -1.325
H -0.780 1.591 -0.434
H -0.651 0.398 -1.665
Si 1.452 -0.446 0.158
H 1.903 -1.067 1.392
H 0.290 -1.035 -0.515
H 1.888 0.897 0.281
H 2.482 -0.593 -0.762
```

## Properties
Total energy, Ha: -499.76557
SMILES string: CN=C=O.[SiH4]
E_HOMO, eV: -10.737
Multiplicity: 1
Energy relative to the best compared isomer or geometry (same formula, charge and spin), kJ/mol: 399.7

Entry 5:
A 2-piece molecular cluster, C2H7NOSi overall at a distorted geometry. Source: the OMol25 dataset; level of theory: wB97M-V/def2-TZVPD.

XYZ file:
```
12
Properties=species:S:1:pos:R:3
C -2.561 -0.465 -0.298
C -1.889 0.446 0.407
N 1.454 -1.078 -0.431
O 2.313 1.648 0.227
Si 1.818 0.172 0.787
H -3.214 -0.020 -1.139
H -2.780 -1.427 -0.108
H -1.861 1.515 0.129
H 0.554 -1.443 -0.162
H 1.792 -1.254 -1.384
H 1.671 2.364 0.266
H 2.703 -0.457 1.706
```

## Properties
Total energy, Ha: -499.75558
E_HOMO (alpha / beta), eV: -9.384 / -7.175
Multiplicity: 1
Energy relative to the best compared isomer or geometry (same formula, charge and spin), kJ/mol: 425.9

Entry 6:
One molecule with the formula C2H7NS. Source: the OMol25 dataset; level of theory: wB97M-V/def2-TZVPD.

XYZ file:
```
11
Properties=species:S:1:pos:R:3
C -1.159 1.270 0.348
S -0.120 0.334 -0.805
C 1.061 -0.338 0.380
N 0.691 -1.614 0.991
H -0.493 1.850 0.987
H -1.822 1.956 -0.179
H -1.741 0.622 0.990
H 1.970 -0.492 -0.195
H 1.206 0.377 1.181
H -0.210 -1.524 1.446
H 0.551 -2.287 0.244
```

## Properties
Total energy, Ha: -533.33006
SMILES string: CSCN
E_HOMO, eV: -8.587
Multiplicity: 1
Energy relative to the best compared isomer or geometry (same formula, charge and spin), kJ/mol: 1.0

Entry 7:
A 2-piece molecular cluster, C2H7NS overall at a distorted geometry. Source: the OMol25 dataset; level of theory: wB97M-V/def2-TZVPD.

XYZ file:
```
11
Properties=species:S:1:pos:R:3
C 1.715 1.048 2.065
C 0.842 0.185 1.440
H 1.467 1.484 2.976
H 2.733 1.121 1.745
H 1.041 -0.147 0.479
H -0.209 0.210 1.771
N -1.836 -0.936 -2.544
S -0.903 -0.040 -1.451
H -1.597 -0.635 -3.487
H -1.627 -1.954 -2.624
H -1.627 -0.336 -0.372
```

## Properties
Total energy, Ha: -533.26434
SMILES string: C=C.NS
E_HOMO, eV: -8.648
Multiplicity: 1
Energy relative to the best compared isomer or geometry (same formula, charge and spin), kJ/mol: 173.6

Entry 8:
A 2-piece molecular cluster, C2H7NS2 overall at a distorted geometry. Source: the OMol25 dataset; level of theory: wB97M-V/def2-TZVPD.

XYZ file:
```
12
Properties=species:S:1:pos:R:3
C -0.624 1.035 0.194
C -0.165 -0.307 -0.217
N -0.797 -1.283 0.507
S 3.763 -0.524 -0.006
S 2.496 0.909 0.218
H -1.556 1.189 -0.370
H -0.826 1.155 1.343
H -0.083 1.897 -0.183
H 0.389 -0.447 -1.054
H -0.354 -2.186 0.390
H -1.371 -1.079 1.279
H 3.268 -1.177 -1.207
```

## Properties
Total energy, Ha: -931.43025
E_HOMO (alpha / beta), eV: -6.209 / -7.120
Multiplicity: 1
Energy relative to the best compared isomer or geometry (same formula, charge and spin), kJ/mol: 245.0

Entry 9:
A 2-piece molecular cluster, C2H7O2 overall at a distorted geometry. Source: the OMol25 dataset; level of theory: wB97M-V/def2-TZVPD.

XYZ file:
```
11
Properties=species:S:1:pos:R:3
C 0.404 -0.100 -0.010
O -0.577 0.616 0.590
C 0.782 -1.427 0.790
H 0.117 -0.481 -1.024
H 1.312 0.495 -0.160
H 1.788 -1.406 1.215
H 0.036 -1.443 1.582
H 0.705 -2.245 0.078
H -1.088 1.889 -0.350
H -1.988 1.712 -1.560
O -1.490 2.389 -1.150
```

## Properties
Total energy, Ha: -230.87379
E_HOMO, eV: -2.810
Multiplicity: 1
Energy relative to the best compared isomer or geometry (same formula, charge and spin), kJ/mol: 28.5
Total charge: -1

Entry 10:
A 2-piece molecular cluster, C2H7O2 overall at a distorted geometry. Source: the OMol25 dataset; level of theory: wB97M-V/def2-TZVPD.

XYZ file:
```
11
Properties=species:S:1:pos:R:3
O 2.768 0.702 -0.680
H 3.680 0.488 -0.918
H 0.309 0.130 -0.077
H 2.628 1.472 -1.271
C -0.351 -0.128 0.749
C -1.726 -0.388 0.370
O -1.873 -0.677 -0.853
H 0.001 -1.038 1.280
H -0.101 0.615 1.509
H -2.553 -0.339 1.078
H -2.783 -0.836 -1.188
```

## Properties
Total energy, Ha: -230.56594
E_HOMO, eV: -14.755
Multiplicity: 1
Energy relative to the best compared isomer or geometry (same formula, charge and spin), kJ/mol: 91.4
Total charge: +1

Entry 11:
C2H7O3Pr as an isolated structure at a distorted geometry. Source: the OMol25 dataset; level of theory: wB97M-V/def2-TZVPD.

XYZ file:
```
13
Properties=species:S:1:pos:R:3
O -1.078 -0.653 0.289
H -0.508 -0.493 1.096
C -1.143 -3.234 1.704
O -1.657 -2.909 0.431
C -0.934 -1.936 -0.255
H -1.210 -2.379 2.396
H -1.743 -4.061 2.100
H -0.085 -3.539 1.631
H -1.348 -1.914 -1.271
H 0.134 -2.213 -0.301
Pr 1.638 2.719 0.659
O 1.259 1.126 2.288
H 1.715 0.333 2.584
```

## Properties
Total energy, Ha: -822.79571
<S²>: 3.753
E_HOMO (alpha / beta), eV: -11.935 / -12.520
Multiplicity: 4
Energy relative to the best compared isomer or geometry (same formula, charge and spin), kJ/mol: 0.0
Total charge: +1

Entry 12:
A 2-piece molecular cluster, C2H7OPS overall at a distorted geometry. Source: the OMol25 dataset; level of theory: wB97M-V/def2-TZVPD.

XYZ file:
```
12
Properties=species:S:1:pos:R:3
O 1.110 1.739 1.208
C 0.241 0.813 1.745
C -0.822 0.365 1.089
S -2.036 -0.694 1.856
H 1.285 1.337 0.363
H 0.229 0.533 2.797
H -0.945 0.645 0.140
H -2.232 0.060 3.012
P 0.772 -0.574 -2.993
H 1.595 -1.264 -3.895
H -0.318 -1.416 -3.229
H 1.121 -1.544 -2.092
```

## Properties
Total energy, Ha: -895.08811
SMILES string: O/C=C/S.P
E_HOMO, eV: -8.746
Multiplicity: 1
Energy relative to the best compared isomer or geometry (same formula, charge and spin), kJ/mol: 335.9

- What is the energy relative to the best compared isomer or geometry (same formula, charge and spin) in the seventh record?
  173.6 kJ/mol

- What is the energy relative to the best compared isomer or geometry (same formula, charge and spin) in the ninth record?
  28.5 kJ/mol

- The lowest total energy belongs to which entry?
  C2H7NO4S2